DFT (ωB97M-V/def2-TZVPD) results for CH7NSi in the gas phase in a non-equilibrium geometry.

As for the spin multiplicity: 1. For the largest force on an atom, the calculation gives 4.477 eV/Å. As for the SMILES: C[SiH2]N. The value obtained for the HOMO-LUMO gap is 10.030 eV. The value obtained for the energy above the lowest of the compared OMol25 structures with the same formula, charge and spin is 132.7 kJ/mol.

The geometry in XYZ format:
```
10
Properties=species:S:1:pos:R:3:forces:R:3
C -1.6611 -0.0659 0.0358 3.67 -0.36 2.53
N 1.5408 -0.7370 -0.0128 0.01 0.32 -1.56
Si 0.5392 0.6048 0.0169 -4.15 -1.38 0.79
H -1.6977 -1.1219 -0.2570 -0.12 0.58 -0.11
H -2.2541 0.1914 0.9108 0.38 -0.63 0.62
H -1.9988 0.6553 -0.5905 -1.06 1.57 -2.92
H 1.7629 -1.1618 0.8019 0.93 -1.86 2.98
H 2.3404 -0.6962 -0.6070 0.33 -0.05 -0.44
H 0.5958 0.7361 -1.3804 0.07 1.57 -1.53
H 0.8326 1.5951 1.0824 -0.07 0.23 -0.36
```
Positions in Å, forces in eV/Å.


DFT (ωB97M-V/def2-TZVPD) results for 2 unconnected molecules or ions with the total composition C21H32Cl2N3O8S in a non-equilibrium geometry.

As for the spin multiplicity: 1. For the largest force on an atom, the calculation gives 2.648 eV/Å. The charge is -1. The value obtained for the HOMO-LUMO gap is 5.249 eV. The value obtained for the energy above the lowest of the compared OMol25 structures with the same formula, charge and spin is 0.0 kJ/mol.

The geometry in XYZ format:
```
67
Properties=species:S:1:pos:R:3:forces:R:3
C -4.9517 -1.7898 -6.2006 0.07 -0.31 0.97
C -4.5055 -2.0623 -4.7591 -0.74 -0.05 -0.60
O -3.3828 -2.9142 -4.7169 -0.15 0.59 0.36
C -2.1769 -2.2684 -4.3761 1.15 -0.61 -0.22
C -1.3127 -3.2733 -3.6076 -0.30 0.31 0.43
O -1.4614 -3.1685 -2.2042 -0.13 0.07 -0.38
C -0.8769 -1.9826 -1.6833 0.10 -0.73 1.34
C -1.9492 -1.2953 -0.8458 -0.53 0.39 -0.71
O -1.6445 0.0472 -0.5118 0.29 0.44 -0.17
C -0.5994 0.1350 0.4293 -0.21 -0.85 -0.39
C -1.0382 0.9647 1.6673 -0.78 -0.10 -0.65
C -2.4855 0.6847 1.7928 -0.59 -0.24 0.27
N -3.6147 0.4723 1.8775 0.63 0.04 0.04
C -0.2794 0.4875 2.8844 1.01 -0.62 0.07
Cl 1.0678 -0.5747 2.6084 0.07 -0.14 -0.27
C -0.5547 0.8408 4.1238 -0.54 0.33 0.69
C -1.6591 1.7735 4.5191 0.26 -0.19 1.06
Cl 0.4024 0.2417 5.4498 -0.13 0.13 -0.10
C -0.9046 2.5159 1.4012 0.35 0.65 -0.36
C -0.7957 2.7948 -0.0620 -0.12 -1.07 -0.78
N -0.7410 2.8585 -1.2126 0.01 0.41 0.79
C 0.3760 3.1227 2.0087 -0.16 0.63 -0.69
C 1.6476 2.5755 1.3801 0.73 0.05 0.03
C 2.9029 3.1063 2.1038 -0.09 -0.78 -1.44
S 3.6522 4.4824 1.2121 -0.77 2.07 1.45
O 2.7357 5.0965 0.3058 -0.33 -0.92 -0.95
O 4.1127 5.4127 2.2054 0.90 -0.29 0.47
O 4.9328 3.9185 0.4482 -0.62 -0.54 0.12
N -2.1091 3.2651 1.8684 0.42 -0.18 -0.38
C -2.3290 4.3207 1.3007 0.19 1.41 0.32
O -2.4892 5.3953 0.8702 -0.33 -1.03 0.18
H -4.1128 -1.3740 -6.7466 -0.07 0.12 -0.34
H -5.2874 -2.7289 -6.6272 0.11 -0.07 -0.35
H -5.8014 -1.1119 -6.1679 0.01 0.22 -0.22
H -4.3537 -1.1069 -4.2554 0.36 -0.03 0.19
H -5.3163 -2.5678 -4.2340 -0.06 -0.07 0.11
H -2.3170 -1.3591 -3.7933 -0.25 0.02 0.14
H -1.6015 -1.9815 -5.2648 -0.26 0.07 -0.27
H -1.6780 -4.2586 -3.8732 0.14 -0.24 -0.12
H -0.2527 -3.1803 -3.8529 0.06 0.02 -0.21
H -0.0743 -2.3108 -1.0181 0.38 0.18 -0.14
H -0.4516 -1.3321 -2.4442 -0.18 0.18 -0.14
H -2.8499 -1.2544 -1.4556 -0.16 0.12 -0.01
H -2.2149 -1.8517 0.0543 0.22 -0.24 0.06
H 0.3150 0.5217 -0.0135 0.04 0.20 -0.05
H -0.3725 -0.8814 0.7324 0.17 0.05 0.38
H -1.4508 2.7891 4.2132 -0.17 0.20 -0.30
H -2.6388 1.4437 4.1966 -0.08 0.08 -0.39
H -1.6906 1.8017 5.6047 -0.06 -0.01 0.12
H 0.3376 4.1796 1.7330 -0.01 0.17 0.13
H 0.3733 3.0957 3.0913 -0.03 -0.37 0.16
H 1.7390 2.9040 0.3482 -0.37 0.00 -0.19
H 1.6983 1.4926 1.3490 -0.03 -0.07 0.24
H 2.6470 3.4760 3.0865 0.43 0.25 0.21
H 3.6514 2.3203 2.1236 0.17 -0.02 0.39
H 5.5291 4.6775 0.4027 0.29 0.08 -0.03
C 3.7492 -4.4884 0.8857 0.67 -0.35 -0.22
C 3.9236 -2.9736 0.6419 -0.78 -0.11 1.29
C 4.8657 -2.4183 1.7336 0.72 -0.23 -0.18
O 2.7169 -2.3600 0.7311 -0.13 0.49 -0.56
H 3.3011 -4.6833 1.8632 -0.08 0.19 0.01
H 3.1091 -4.9317 0.1197 -0.08 0.11 0.00
H 4.7180 -5.0153 0.8520 -0.06 -0.03 0.00
H 4.4882 -2.8831 -0.3212 -0.22 0.18 -0.14
H 4.4441 -2.5638 2.7317 -0.19 -0.02 -0.07
H 5.0403 -1.3491 1.5859 -0.12 0.02 -0.05
H 5.8485 -2.9190 1.7108 -0.01 0.07 0.04
```
Positions in Å, forces in eV/Å.


DFT (ωB97M-V/def2-TZVPD) results for a molecular structure, C28H29Cl2N5OOsS2.

As for the spin multiplicity: 5. For the largest force on an atom, the calculation gives 0.375 eV/Å. Its expectation value of S² is 6.054. The value obtained for the HOMO-LUMO gap (alpha / beta) is 7.119 / 6.718 eV. The value obtained for the energy above the lowest of the compared OMol25 structures with the same formula, charge and spin is 2.4 kJ/mol.

The geometry in XYZ format:
```
68
Properties=species:S:1:pos:R:3:forces:R:3
Os -0.1885 -0.2858 0.2282 0.11 0.06 -0.05
C -1.7555 -0.4241 4.5933 0.00 0.00 0.00
C -1.6751 -0.2048 3.1056 0.01 0.08 -0.02
N -0.5440 -0.3141 2.4858 -0.01 -0.05 0.00
N 0.5552 -0.6011 3.2762 -0.02 -0.06 0.01
C 1.6911 -0.6484 2.6759 0.00 0.10 0.02
S 2.0548 -0.4389 0.9912 0.00 -0.04 -0.02
S 3.0305 -0.8058 3.8155 0.02 -0.06 0.01
C 4.3170 -1.6230 2.8369 0.01 0.03 0.04
C 3.9845 -3.0110 2.3521 -0.02 0.00 0.02
C 4.2636 -3.3710 1.0384 0.01 0.01 0.01
C 4.0216 -4.6625 0.5909 -0.01 -0.01 -0.02
C 3.4795 -5.6072 1.4505 0.00 0.00 0.00
C 3.1843 -5.2516 2.7605 0.02 0.00 -0.01
C 3.4389 -3.9637 3.2081 -0.04 0.01 -0.01
C -2.9092 0.1642 2.3953 0.00 -0.01 -0.02
C -4.0050 0.5887 3.1729 0.00 0.01 0.01
C -5.2102 0.9613 2.6271 0.00 0.00 -0.01
C -5.3724 0.9030 1.2425 0.00 0.00 0.01
C -4.3310 0.4946 0.4468 0.01 0.01 0.00
C -3.0832 0.1350 0.9898 0.03 0.10 0.01
O -2.1702 -0.2562 0.1254 -0.04 -0.20 -0.07
H -0.8838 -0.9627 4.9434 0.01 -0.01 0.00
H -2.6617 -0.9712 4.8456 0.00 0.00 0.00
H -1.7845 0.5373 5.1116 0.01 0.00 -0.01
H 5.1462 -1.6636 3.5478 0.04 0.00 -0.04
H 4.6299 -0.9859 2.0110 -0.03 0.00 0.00
H 4.6743 -2.6309 0.3618 0.01 0.00 -0.01
H 4.2537 -4.9287 -0.4335 0.00 0.00 0.01
H 3.2866 -6.6145 1.1027 0.00 0.01 0.00
H 2.7626 -5.9830 3.4387 0.00 0.00 0.00
H 3.2046 -3.6875 4.2293 0.00 0.00 -0.01
H -3.8946 0.6463 4.2458 0.00 0.00 -0.01
H -6.0163 1.2949 3.2657 0.00 0.00 0.00
H -6.3144 1.1868 0.7903 0.00 0.00 0.00
H -4.4255 0.4540 -0.6304 0.00 0.00 0.00
Cl 1.6923 2.1259 -2.1837 0.01 0.00 -0.01
C 1.0710 3.2908 -1.0620 0.00 0.00 0.04
C 1.3854 4.6213 -1.2233 0.00 0.01 0.00
C 0.8924 5.5611 -0.3253 0.00 -0.01 0.00
C 0.0837 5.1585 0.7309 0.00 -0.01 0.00
C -0.2299 3.8266 0.8890 -0.02 -0.02 0.00
Cl -1.2473 3.3404 2.2008 0.00 -0.03 0.01
C 0.2484 2.8225 0.0021 0.16 0.00 -0.16
N -0.0455 1.5467 0.1506 -0.26 0.04 0.26
H 2.0161 4.9196 -2.0492 0.00 0.00 0.00
H 1.1387 6.6065 -0.4486 0.00 0.00 0.00
H -0.3073 5.8785 1.4362 0.00 0.00 0.00
C 0.8021 -3.0384 -0.8206 0.00 0.04 -0.04
C 0.6896 -4.5712 -0.9975 0.01 -0.02 0.01
N -0.4974 -5.0865 -0.3229 0.00 -0.01 -0.01
C -0.4148 -4.7566 1.0981 0.00 0.00 0.01
C -0.3142 -3.2260 1.3066 0.04 -0.02 -0.03
N -0.3412 -2.5300 -0.0092 -0.01 -0.01 0.04
C -1.6009 -2.9055 -0.7142 0.03 -0.01 0.01
C -1.6741 -4.4399 -0.8923 0.01 0.00 0.00
H 0.7781 -2.5136 -1.7777 0.01 0.00 0.00
H 1.7210 -2.7619 -0.3063 -0.01 -0.01 0.01
H 1.5650 -5.0647 -0.5746 -0.02 0.01 -0.01
H 0.6311 -4.8397 -2.0537 -0.01 0.00 0.00
H 0.4585 -5.2568 1.5188 0.00 0.01 -0.01
H -1.3010 -5.1572 1.5931 0.00 0.00 0.00
H 0.6158 -2.9473 1.8024 0.00 -0.01 0.01
H -1.1429 -2.8400 1.8987 -0.02 0.00 0.00
H -1.6076 -2.3793 -1.6694 -0.01 0.01 0.00
H -2.4318 -2.5236 -0.1298 -0.02 0.02 0.02
H -1.7348 -4.7074 -1.9484 0.00 0.00 0.00
H -2.5613 -4.8410 -0.3999 0.00 0.00 0.00
```
Positions in Å, forces in eV/Å.